(1)
The following is a DFT calculation (ωB97M-V/def2-TZVPD) of C3H10Cl3N2O2W as an isolated structure.

Last column: Löwdin charge in e.
Element x y z (Å)
C (-1.81, -2.55, 0.46)  -0.055
W (1.03, -0.21, -0.87)  1.364
N (1.21, 1.73, -1.60)  -0.065
N (0.65, -1.49, -2.62)  -0.093
H (2.05, 2.11, -1.14)  0.095
H (-2.85, -2.34, 0.16)  0.031
H (-1.45, -1.90, 1.33)  0.026
H (-1.07, -2.42, -0.38)  -0.041
H (-1.89, -3.62, 0.71)  0.027
H (1.61, -1.62, -2.98)  0.065
H (0.04, -1.10, -3.35)  0.087
H (0.33, -2.45, -2.41)  0.080
H (1.35, 1.85, -2.60)  0.084
H (0.44, 2.33, -1.27)  0.072
Cl (-1.06, 3.03, 3.40)  0.636
C (0.07, 1.72, 2.96)  -1.427
Cl (1.79, 2.04, 3.61)  0.532
Cl (-0.43, 0.16, 3.64)  0.606
C (-0.02, 1.67, 1.34)  -0.691
O (-0.82, 2.34, 0.68)  0.024
O (0.80, 0.72, 0.94)  -0.358

Calculated values
<S²>	2.01
LUMO (spin up / spin down)	-4.956 / -4.479	eV
2S+1	3
net charge	+1
HOMO-LUMO gap (spin up / spin down)	7.53 / 7.14	eV
HOMO energy (spin up / spin down)	-12.5 / -11.6	eV



(2)
The following is a DFT calculation (ωB97M-V/def2-TZVPD) of C2H5NO3 as an isolated structure.

Last column: Löwdin charge in e.
Element x y z (Å)
C (1.07, -0.05, 0.51)  -0.606
C (-0.19, 0.39, -0.15)  -0.432
N (-1.05, -0.77, -0.40)  0.049
O (1.44, -1.23, 0.16)  0.096
O (1.72, 0.65, 1.24)  0.113
O (-0.80, 1.51, 0.36)  -0.010
H (0.43, 0.62, -1.43)  0.234
H (0.86, -1.60, -0.66)  0.193
H (-2.02, -0.64, -0.80)  0.124
H (-1.39, -1.08, 0.47)  0.067
H (-0.08, 2.19, 0.69)  0.172

Calculated values
LUMO	0.395	eV
HOMO-LUMO gap	10.66	eV
HOMO energy	-10.3	eV



(3)
The following is a DFT calculation (ωB97M-V/def2-TZVPD) of C4H3F3S in the gas phase.

Last column: Löwdin charge in e.
Element x y z (Å)
C (0.41, -1.10, -0.13)  -0.172
C (-0.44, 0.08, 0.35)  -0.171
C (0.20, 1.25, 0.98)  -0.646
C (-0.23, -0.22, -1.10)  -0.487
H (1.51, -1.04, 0.00)  0.178
H (-1.45, -0.20, 0.71)  0.165
H (1.18, 1.53, 0.56)  0.066
F (-0.09, -2.34, 0.07)  0.063
F (0.55, 0.61, -1.82)  0.121
F (-1.26, -0.67, -1.82)  0.158
S (-0.39, 2.09, 2.21)  0.724

Calculated values
LUMO	-0.586	eV
HOMO-LUMO gap	8.60	eV
HOMO energy	-9.2	eV
SMILES string	F[C@@H]1[C@@H](C=S)C1(F)F



(4)
The following is a DFT calculation (ωB97M-V/def2-TZVPD) of C41H34N9O2STi as an isolated structure.

Last column: Löwdin charge in e.
Element x y z (Å)
Ti (0.91, 0.03, 0.90)  0.759
O (0.96, 0.59, -0.85)  -0.206
C (1.46, 0.21, -2.01)  -0.329
C (1.32, 1.05, -3.13)  -0.008
C (1.85, 0.67, -4.35)  -0.093
C (2.52, -0.55, -4.49)  -0.110
C (2.64, -1.38, -3.39)  -0.058
C (2.12, -1.02, -2.15)  -0.135
C (2.18, -2.00, -1.05)  -0.098
N (1.70, -1.81, 0.10)  -0.035
C (1.64, -2.94, 1.06)  -0.160
C (0.47, -2.65, 2.02)  -0.193
N (0.76, -1.30, 2.49)  -0.121
C (1.07, -1.03, 3.68)  -0.066
C (1.88, 0.14, 4.03)  -0.136
C (2.00, 0.54, 5.36)  -0.101
C (2.89, 1.51, 5.74)  -0.110
C (3.75, 2.06, 4.76)  -0.075
C (3.68, 1.65, 3.45)  -0.013
C (2.72, 0.71, 3.03)  -0.344
O (2.67, 0.33, 1.78)  -0.165
H (0.81, 1.99, -3.00)  0.119
H (1.74, 1.33, -5.20)  0.097
H (2.93, -0.85, -5.45)  0.090
H (3.14, -2.34, -3.49)  0.107
H (2.61, -2.98, -1.30)  0.129
H (2.56, -2.98, 1.63)  0.123
H (1.50, -3.89, 0.55)  0.105
H (0.44, -3.37, 2.84)  0.118
H (-0.45, -2.66, 1.46)  0.073
H (0.82, -1.73, 4.48)  0.137
H (1.35, 0.08, 6.10)  0.113
H (2.94, 1.85, 6.77)  0.098
H (4.47, 2.81, 5.04)  0.100
H (4.34, 2.07, 2.69)  0.115
S (-1.56, -0.15, 1.01)  0.632
C (-1.70, 1.21, 2.15)  -0.808
N (-2.86, 1.41, 2.71)  0.001
N (-2.89, 2.50, 3.59)  -0.024
C (-2.07, 2.79, 4.65)  -0.270
C (-0.96, 2.02, 5.02)  -0.034
C (-0.24, 2.33, 6.17)  -0.097
C (-0.58, 3.42, 6.97)  -0.125
C (-1.67, 4.20, 6.59)  -0.130
C (-2.40, 3.90, 5.45)  -0.059
N (-0.66, 2.06, 2.40)  -0.025
N (0.42, 1.88, 1.64)  -0.109
C (1.25, 3.05, 1.66)  -0.243
C (2.25, 3.18, 0.71)  -0.045
C (3.06, 4.32, 0.69)  -0.106
C (2.88, 5.34, 1.61)  -0.126
C (1.88, 5.20, 2.57)  -0.100
C (1.08, 4.07, 2.60)  -0.017
H (-3.78, 2.96, 3.58)  0.112
H (-0.67, 1.18, 4.40)  0.082
H (0.60, 1.71, 6.44)  0.046
H (-0.02, 3.65, 7.87)  0.083
H (-1.95, 5.07, 7.19)  0.088
H (-3.24, 4.52, 5.17)  0.097
H (2.41, 2.40, -0.01)  0.093
H (3.83, 4.40, -0.07)  0.093
H (3.50, 6.23, 1.57)  0.084
H (1.73, 5.98, 3.30)  0.094
H (0.31, 3.95, 3.36)  0.095
N (-3.47, -2.49, -5.81)  0.165
C (-3.88, -3.19, -6.92)  -0.192
C (-4.76, -2.89, -7.96)  -0.028
C (-4.92, -3.86, -8.94)  -0.105
C (-4.23, -5.08, -8.87)  -0.103
C (-3.37, -5.37, -7.83)  -0.023
C (-3.20, -4.40, -6.84)  -0.226
N (-2.39, -4.43, -5.70)  0.177
C (-2.59, -3.28, -5.13)  -0.278
C (-1.95, -2.84, -3.86)  -0.145
C (-1.21, -3.75, -3.12)  -0.008
C (-0.67, -3.33, -1.92)  -0.122
N (-0.82, -2.10, -1.43)  0.079
C (-1.51, -1.23, -2.16)  -0.139
C (-2.09, -1.56, -3.38)  0.001
H (-3.79, -1.58, -5.52)  0.148
H (-5.29, -1.95, -8.01)  0.106
H (-5.58, -3.66, -9.77)  0.095
H (-4.38, -5.81, -9.66)  0.094
H (-2.84, -6.31, -7.78)  0.109
H (-1.08, -4.76, -3.49)  0.108
H (-0.09, -4.02, -1.31)  0.101
H (-1.61, -0.23, -1.73)  0.073
H (-2.63, -0.80, -3.92)  0.105

Calculated values
<S²>	2.02
LUMO (spin up / spin down)	1.939 / 1.940	eV
2S+1	3
net charge	-1
HOMO-LUMO gap (spin up / spin down)	5.24 / 5.67	eV
HOMO energy (spin up / spin down)	-3.3 / -3.7	eV



(5)
The following is a DFT calculation (ωB97M-V/def2-TZVPD) of C16H17ClN2O3 as an isolated structure.

Last column: Löwdin charge in e.
Element x y z (Å)
O (-0.65, 2.89, -1.71)  0.025
C (-0.89, 1.60, -1.75)  -0.400
N (0.14, 0.56, -1.98)  0.080
C (-0.29, -0.59, -1.96)  -0.467
O (0.33, -1.58, -2.42)  0.057
C (-1.68, -0.32, -1.50)  -0.082
C (-1.98, 1.12, -1.41)  -0.828
Cl (-3.38, 1.53, -1.05)  0.963
N (-2.41, -1.52, -1.28)  0.072
H (-3.46, -1.19, -0.93)  0.168
C (-1.84, -2.75, -0.52)  -0.131
H (-2.57, -3.52, -0.66)  0.109
H (-1.18, -2.99, -1.52)  0.177
C (-1.41, -2.48, 0.85)  -0.372
C (-2.45, -2.20, 1.70)  -0.161
H (-2.84, -2.89, 2.37)  0.104
C (-1.91, -1.03, 2.63)  -0.180
H (-2.50, -0.37, 3.25)  0.115
C (-0.94, -0.54, 1.77)  -0.310
H (0.00, 0.09, 2.28)  0.170
O (-0.45, -1.37, 0.68)  -0.083
H (-1.38, 0.54, 1.41)  0.159
H (-1.15, -1.69, 3.57)  0.193
H (-3.34, -1.53, 1.47)  0.154
H (-0.69, -3.59, 1.01)  0.248
C (1.55, 0.99, -2.30)  -0.067
C (2.24, 1.56, -1.18)  -0.174
C (2.33, 0.49, 0.16)  0.081
C (2.94, 1.12, 1.28)  -0.180
C (3.53, 2.24, 1.33)  -0.239
C (3.68, 2.93, 0.26)  -0.068
C (3.05, 2.62, -1.06)  -0.025
H (2.99, 3.31, -1.77)  0.054
H (4.13, 4.05, 0.16)  0.154
H (4.10, 2.54, 2.18)  0.113
H (2.93, 0.21, 2.26)  0.182
H (1.80, -0.45, -0.11)  0.089
H (1.54, 2.03, -2.84)  0.168
H (2.10, 0.16, -2.70)  0.134

Calculated values
LUMO	-0.913	eV
HOMO-LUMO gap	7.50	eV
HOMO energy	-8.4	eV



(6)
The following is a DFT calculation (ωB97M-V/def2-TZVPD) of C4H8N4 in the gas phase.

Last column: Löwdin charge in e.
Element x y z (Å)
C (1.13, -0.24, 1.01)  -0.034
C (0.00, 0.11, 0.11)  -0.353
C (0.92, 1.96, -1.20)  -0.286
C (-1.12, -1.87, 0.76)  -0.354
H (2.03, -0.60, 0.44)  0.101
H (1.49, 0.63, 1.65)  0.113
H (0.85, -1.01, 1.74)  0.066
H (-0.96, 1.15, -1.35)  0.146
H (0.56, 2.74, -1.94)  0.124
H (2.66, 1.27, -0.51)  0.063
H (-0.32, -2.38, 1.22)  0.078
H (-2.91, -1.95, 0.39)  0.030
N (-0.14, 1.13, -0.76)  0.078
N (2.19, 2.07, -1.09)  0.073
N (-1.11, -0.65, 0.10)  0.076
N (-2.23, -2.49, 0.93)  0.077

Calculated values
LUMO	0.303	eV
HOMO-LUMO gap	9.32	eV
HOMO energy	-9.0	eV
SMILES string	[H]/N=C\N=C(/C)N/C=N\[H]



Results for energy relative to the best compared isomer or geometry (same formula, charge and spin): 72.4 189.0 32.2 115.9 1408.6 167.1 (in kJ/mol, following the order of the records).
Results for F_max: 3.02 4.57 1.04 2.42 15.10 5.38 (in eV/A, following the order of the records).
Results for energy: -1827.60672 -359.63732 -851.93257 -3473.89145 -1414.83020 -376.18480 (in hartree, following the order of the records).